## one
{"formula": "C10H10N3", "method": "wB97M-V/def2-TZVPD", "total_charge": 1, "homo_energy_ev": -12.48, "symbols": ["C", "C", "N", "C", "N", "C", "C", "C", "C", "C", "C", "N", "C", "H", "H", "H", "H", "H", "H", "H", "H", "H", "H"], "xyz": [[-0.3040, -5.0836, 0.2013], [0.2975, -3.8968, -0.2243], [0.3234, -2.6750, 0.2350], [0.8835, -1.9163, -0.8976], [0.7820, -0.7923, -1.3613], [0.3902, 0.4254, -0.7881], [0.4802, 1.5649, -1.6092], [0.1934, 2.7842, -1.1056], [-0.1415, 2.8345, 0.2666], [-0.5307, 4.2175, 0.7990], [0.1148, 1.7112, 1.0358], [0.2257, 0.4657, 0.4978], [1.2843, -3.3602, -1.1581], [-1.1598, -5.4492, -0.5147], [-0.6133, -4.9450, 1.1902], [0.4478, -6.0317, 0.1608], [0.6360, 1.4672, -2.6630], [0.2917, 3.6734, -1.7375], [-1.1133, 3.9089, 1.7642], [0.0354, 5.1117, 0.9230], [-1.3555, 4.5892, 0.1410], [-0.0636, 1.4963, 2.0616], [2.3779, -3.5329, -0.9965]]}



## two
{"formula": "C10H10N3", "method": "wB97M-V/def2-TZVPD", "total_charge": 1, "homo_energy_ev": -14.37, "symbols": ["C", "C", "C", "C", "C", "C", "C", "C", "C", "C", "N", "N", "N", "H", "H", "H", "H", "H", "H", "H", "H", "H", "H"], "xyz": [[2.3417, -0.3175, -0.7255], [-2.7139, -1.1100, -1.2693], [-1.8428, -2.0662, -0.8412], [-2.3973, 0.2195, -1.3855], [-0.5859, -1.7426, -0.4027], [-1.1394, 0.6136, -0.8494], [-0.3549, -0.4293, -0.5497], [1.2496, 1.7610, -0.1626], [1.1285, 1.4463, 2.0622], [1.6395, 0.0872, 1.4651], [3.1165, -0.9998, -1.2247], [1.1490, 2.3310, 0.9338], [1.3592, 0.2913, -0.0115], [-3.6467, -1.4667, -1.5905], [-2.3293, -3.0077, -0.9782], [-3.1371, 1.0677, -1.4376], [0.1990, -2.4121, 0.0740], [-0.8272, 1.6724, -0.7261], [1.0540, 2.0401, -1.0931], [0.1245, 1.3566, 2.3006], [1.8438, 1.5984, 2.9401], [2.6743, -0.2052, 1.6012], [1.0951, -0.7281, 1.8705]]}



Tell me which of them is the least stable. Sure, it is one.



## one
{"formula": "C2H5NP2", "method": "wB97M-V/def2-TZVPD", "total_charge": 0, "homo_energy_ev": [-8.71, -8.71], "symbols": ["C", "P", "N", "P", "C", "H", "H", "H", "H", "H"], "xyz": [[2.4462, -1.0569, -0.6535], [1.0391, -1.6949, -1.3161], [-0.1559, -0.5471, 0.1196], [-0.8454, 0.5776, -0.7482], [-1.9353, 1.0929, 0.5978], [3.4423, -1.3959, -0.8111], [2.6406, -0.3451, 0.0966], [-1.6368, 1.9758, 1.0583], [-2.9792, 1.0575, 0.3638], [-2.0156, 0.3361, 1.2928]]}



## two
{"formula": "C2H5NP2", "method": "wB97M-V/def2-TZVPD", "total_charge": 0, "homo_energy_ev": -8.54, "symbols": ["C", "P", "N", "C", "P", "H", "H", "H", "H", "H"], "xyz": [[-1.9116, 1.0855, -0.2361], [-1.4801, -0.5058, 0.1022], [0.1350, -0.4658, 0.4570], [1.1744, -1.0797, -0.2364], [1.5473, 0.6568, 0.0152], [-1.0910, 1.8059, -0.4228], [-2.8836, 1.3564, -0.1237], [1.8330, -1.7540, 0.3090], [0.7595, -1.5549, -1.1728], [1.9170, 0.4556, 1.3084]]}



Tell me which of them is the least stable. Sure, it is one.



## one
{"formula": "C6H10O3", "method": "wB97M-V/def2-TZVPD", "total_charge": 0, "homo_energy_ev": -8.01, "symbols": ["C", "C", "O", "O", "C", "O", "C", "C", "C", "H", "H", "H", "H", "H", "H", "H", "H", "H", "H"], "xyz": [[1.3748, -0.6667, 1.7660], [0.1054, 0.0896, 1.5624], [-0.8771, 0.1291, 2.2188], [0.5778, 1.6111, 0.7948], [-0.3517, 1.2930, -0.0826], [-1.4808, 2.0223, -0.0568], [-0.3282, 0.0901, -0.7663], [0.9570, -0.4534, -1.3289], [-1.5973, -0.4610, -1.3497], [1.2020, -1.7199, 1.5431], [2.1788, -0.2966, 1.1462], [1.6345, -0.5597, 2.8209], [-1.4640, 2.5486, 0.7577], [0.9057, -0.4338, -2.4227], [1.8200, 0.1415, -1.0366], [1.1212, -1.4970, -1.0462], [-1.7608, -0.1034, -2.3724], [-1.5490, -1.5521, -1.3900], [-2.4683, -0.1817, -0.7578]]}



## two
{"formula": "C6H10O3", "method": "wB97M-V/def2-TZVPD", "total_charge": 0, "homo_energy_ev": -8.34, "symbols": ["C", "C", "C", "C", "C", "C", "O", "O", "O", "H", "H", "H", "H", "H", "H", "H", "H", "H", "H"], "xyz": [[0.1172, -1.0667, -0.7228], [-0.8681, -0.1204, -0.2709], [0.9938, -0.5556, 0.3214], [-2.1234, -0.7120, 0.3045], [-0.8918, 1.3459, -0.5351], [1.7773, 0.7230, 0.4184], [0.0420, -2.2061, -1.1511], [1.3112, -1.4541, 1.3003], [2.1595, 1.2350, -0.8333], [-2.8493, -0.8947, -0.4918], [-2.5647, -0.0321, 1.0303], [-1.9214, -1.6678, 0.7864], [-0.9888, 1.9187, 0.3899], [-1.7716, 1.5618, -1.1423], [-0.0157, 1.6830, -1.0783], [2.6533, 0.4939, 1.0418], [1.2251, 1.5255, 0.9158], [1.0446, -2.3410, 1.0148], [2.6708, 0.5637, -1.2981]]}



Tell me which of them is the least stable. Sure, it is two.



## one
{"formula": "C4H10O", "method": "wB97M-V/def2-TZVPD", "total_charge": 1, "homo_energy_ev": [-15.76, -16.15], "s2": 0.7548, "spin_multiplicity": 2, "symbols": ["C", "O", "C", "C", "C", "H", "H", "H", "H", "H", "H", "H", "H", "H", "H"], "xyz": [[1.1895, 0.4772, -1.2441], [-0.5250, 1.9163, 0.8129], [0.2983, -0.5774, -1.0386], [0.3164, -1.2714, 0.2814], [-1.0303, -0.8844, 0.9288], [1.2713, 0.9797, -2.1891], [1.9531, 0.7563, -0.5307], [-1.1469, 2.5110, 1.2523], [0.0170, 0.6585, -0.6538], [-0.0813, -1.1865, -1.8597], [0.2881, -2.3794, 0.2041], [1.2512, -1.0765, 0.8335], [-1.8906, -0.7751, 0.2366], [-1.2862, -1.3244, 1.9241], [-0.8998, 0.2483, 1.0446]]}



## two
{"formula": "C4H10O", "method": "wB97M-V/def2-TZVPD", "total_charge": 1, "homo_energy_ev": [-13.23, -13.23], "s2": 0.7546, "spin_multiplicity": 2, "symbols": ["C", "C", "H", "H", "H", "H", "C", "O", "C", "H", "H", "H", "H", "H", "H"], "xyz": [[0.1356, 2.0453, 2.6136], [-0.2945, 0.7997, 2.7260], [0.8188, 2.5556, 3.2856], [-0.2736, 2.6872, 1.8513], [0.0132, 0.1248, 3.5119], [-1.0311, 0.3872, 2.0518], [0.4716, -0.6250, -1.9171], [0.5729, -0.0680, -0.6852], [-0.6483, -1.6661, -1.9925], [0.1347, 0.2305, -2.5970], [1.4530, -0.9615, -2.2811], [1.4582, 0.3130, -0.4842], [-0.8252, -2.0860, -1.0089], [-1.6010, -1.2823, -2.3681], [-0.3843, -2.4545, -2.7059]]}



Tell me which of them is the least stable. Sure, it is one.



## one
{"formula": "C2F2NO4", "method": "wB97M-V/def2-TZVPD", "total_charge": -1, "homo_energy_ev": [-4.35, -4.36], "symbols": ["C", "C", "N", "O", "O", "O", "O", "F", "F"], "xyz": [[0.8487, -1.6517, 1.7483], [-0.4097, 1.4594, -1.3525], [-0.5585, 0.2146, -0.8977], [0.9934, -2.5906, 1.1158], [0.4811, -0.3460, -0.3534], [0.7332, -0.7934, 2.5012], [-1.5358, -0.4166, -1.3102], [-1.4723, 2.2404, -1.6250], [0.6293, 2.6255, -0.4348]]}



## two
{"formula": "C2F2NO4", "method": "wB97M-V/def2-TZVPD", "total_charge": -1, "homo_energy_ev": -3.95, "symbols": ["C", "C", "N", "O", "O", "O", "O", "F", "F"], "xyz": [[-1.8880, -0.6093, -0.3524], [0.4298, 0.2682, 0.6281], [1.2493, 0.0522, -0.4003], [-1.4652, -1.6420, -0.7131], [1.2724, 0.7925, -1.3944], [-2.3157, 0.3688, 0.1021], [1.8366, -1.0769, -0.3916], [0.9833, 0.1749, 1.8565], [-0.1025, 1.6716, 0.6651]]}



Tell me which of them is the least stable. Sure, it is one.



## one
{"formula": "C4H8O2Se", "method": "wB97M-V/def2-TZVPD", "total_charge": 0, "homo_energy_ev": [-7.89, -5.95], "symbols": ["C", "C", "C", "C", "O", "O", "Se", "H", "H", "H", "H", "H", "H", "H", "H"], "xyz": [[0.8120, 1.4317, -0.1846], [-0.4765, 0.9678, 0.6848], [1.3774, 0.3319, -0.8462], [-1.8470, -1.2801, -0.2843], [1.7338, -0.7373, 0.1305], [-1.1830, -2.2444, 0.2815], [-2.1069, 0.4503, -0.0915], [0.6099, 2.2408, -0.8222], [1.4895, 1.8566, 0.5740], [-0.0564, 0.1539, 1.2881], [-0.6391, 1.8286, 1.4102], [0.9531, -0.0701, -1.7970], [-2.4703, -1.6933, -0.9884], [2.3451, -1.4356, -0.2442], [-0.5414, -1.8008, 0.8893]]}



## two
{"formula": "C4H8O2Se", "method": "wB97M-V/def2-TZVPD", "total_charge": 0, "homo_energy_ev": [-7.52, -7.58], "symbols": ["C", "C", "C", "C", "O", "O", "Se", "H", "H", "H", "H", "H", "H", "H", "H"], "xyz": [[-0.6474, -1.2962, -0.1948], [0.6382, -1.4278, 0.7362], [-1.0584, 0.0452, -0.4967], [1.2002, 1.1821, -0.5849], [-1.4947, 0.8484, 0.5620], [0.8898, 2.1396, 0.3913], [2.1465, -0.3420, -0.0120], [-0.2911, -1.6255, -1.2047], [-1.5463, -1.6985, 0.3623], [0.2775, -1.0621, 1.6650], [1.1386, -2.5171, 0.7555], [-1.1426, 0.4100, -1.4469], [1.4906, 1.7647, -1.5444], [-1.6368, 1.6979, 0.2118], [0.0358, 1.8812, 0.8005]]}



Tell me which of them is the least stable. Sure, it is one.